C60H56I2N4P2Sb2Se2Y | ωB97M-V with the def2-TZVPD basis set

```
129
Properties=species:S:1:pos:R:3:lowdin_charge:R:1
H -5.546 -4.669 -0.011 0.1082
C 2.336 2.247 4.001 -0.1346
H -0.080 -4.517 -5.105 0.1119
C -3.348 0.192 -3.790 -0.3580
C -1.270 6.527 -0.619 -0.0813
C 3.032 -2.548 1.698 -0.0941
P 2.702 0.086 2.291 0.6891
C 4.558 1.308 3.888 -0.0983
C -0.641 -2.623 4.170 -0.3226
H 1.367 -0.664 -6.261 0.1054
C 3.770 -1.939 3.917 -0.1167
H -1.814 -4.752 1.816 0.1032
H -2.881 -1.373 0.510 0.0643
H 3.447 -3.921 -3.264 0.1034
C -0.250 -3.551 5.131 -0.0970
C -4.888 -3.921 -0.433 -0.0730
C -1.214 4.313 -1.566 -0.4707
N -1.301 0.109 2.119 0.0092
H -0.793 -3.316 -0.577 0.0808
C -1.972 -0.265 5.249 -0.3281
C -0.900 5.664 -1.642 -0.1616
C 0.069 3.964 -4.639 -0.3912
C 3.944 -4.214 3.162 -0.0595
H 0.057 0.371 -4.478 0.0335
H 0.216 -3.210 6.046 0.0744
H 3.241 -4.601 1.164 0.1104
H 2.858 5.005 -2.034 -0.0263
C 3.386 -3.863 1.940 -0.0529
H 2.115 3.967 5.249 0.1119
N -0.911 0.524 0.954 -0.0706
C 3.205 -1.589 2.696 -0.3563
C -2.620 2.607 -3.724 -0.3626
C 0.045 -2.704 -0.241 -0.0573
I 3.479 2.513 -2.696 0.8934
C -4.254 0.491 5.172 -0.0774
C -0.542 5.156 -5.028 -0.1359
Sb -0.613 2.847 -2.972 1.3548
H -4.292 0.385 -3.279 0.0675
N 0.418 0.555 0.904 -0.2213
H -2.773 4.308 1.444 0.1097
Y 1.227 0.534 -1.228 0.9047
H 4.233 -5.240 3.347 0.1095
H -5.114 0.798 4.594 0.1042
C 2.799 3.225 4.864 -0.0655
H -1.174 -0.575 7.218 0.0557
C 1.427 4.048 -6.638 -0.0766
C -3.384 -2.073 -0.147 -0.1544
C 2.829 -1.979 -2.493 -0.3919
H -3.062 0.133 3.438 0.0731
C -0.053 -3.444 -4.967 -0.0660
C 0.027 -0.715 -4.588 -0.1788
P -0.403 -0.856 4.536 0.5849
C 1.046 3.414 -5.464 -0.1790
Se 1.227 -0.482 5.805 0.4408
C -2.922 1.404 -4.600 -0.3627
H -1.374 -3.505 -3.291 0.0954
H -5.235 0.744 7.062 0.1068
H 1.293 -3.116 -6.603 0.1083
C 3.771 -1.017 -3.129 -0.0982
C 0.833 5.245 -6.998 -0.0713
H -5.229 -4.543 -2.456 0.1085
C -0.155 5.797 -6.195 -0.0697
N 1.827 -1.563 -1.626 -0.1236
C 3.214 1.282 3.519 -0.4111
H -3.746 -2.852 -3.427 0.0966
H -3.739 1.665 -5.280 0.1145
C -1.892 3.832 -0.447 -0.1809
C -0.764 -1.492 -3.743 -0.3865
H -0.633 6.723 -6.481 0.1103
H 5.253 0.578 3.490 0.1137
H 1.405 -4.832 -1.706 0.1061
C 3.197 4.185 -1.412 -1.0639
H 4.314 -0.418 -2.390 0.0096
C -3.215 0.060 7.289 -0.0714
C -1.942 6.042 0.492 -0.0757
H 4.586 -3.529 5.089 0.1113
C -3.872 -2.889 -2.352 -0.1294
H -0.343 6.059 -2.483 0.0888
C -4.322 0.459 6.556 -0.0749
H -3.257 0.032 8.369 0.1081
H -0.124 -5.620 5.651 0.1082
Sb -1.952 -0.467 -2.276 1.4345
C 1.724 -3.812 -1.831 -0.0678
C -1.379 -4.420 2.749 -0.0773
H -1.026 7.578 -0.688 0.1094
C 4.130 3.237 5.251 -0.0599
C -4.228 -3.029 0.398 -0.0805
H 0.360 -3.085 0.735 0.0668
H -0.356 -1.704 -0.058 0.0064
C -1.211 -3.065 2.981 -0.0926
C -4.711 -3.850 -1.806 -0.0718
C -0.788 -2.867 -3.942 -0.1176
C 4.146 -3.255 4.142 -0.0597
C -2.045 -0.294 6.641 -0.1170
I 1.782 3.873 0.121 0.9051
C 0.905 0.157 2.102 -0.3967
C -0.209 -0.133 2.883 -0.3802
H -1.525 -2.357 2.228 0.0716
H 3.260 -0.342 -3.836 0.0347
H -3.273 2.628 -2.849 0.0601
Se 3.637 0.646 0.410 0.3109
H 1.129 5.745 -7.910 0.1098
H -2.075 1.154 -5.246 0.0911
H 4.484 3.995 5.934 0.1099
C -3.090 0.122 4.516 -0.0834
H -4.371 -3.073 1.469 0.1078
H -2.124 2.774 -0.348 0.0784
H -1.338 5.588 -4.435 0.0949
H -3.478 -0.686 -4.422 0.0590
C -2.251 4.692 0.578 -0.0783
C 2.786 -3.338 -2.646 -0.0517
C 1.159 -2.718 -1.235 -0.4126
H 4.162 4.391 -0.961 -0.0233
H -1.120 -6.400 3.528 0.1074
C -0.990 -5.342 3.710 -0.0693
H -2.222 6.713 1.291 0.1083
H 1.290 2.223 3.727 0.0983
H 6.047 2.292 5.062 0.1106
C 5.009 2.279 4.765 -0.0593
H 2.649 -2.275 0.721 0.0709
H 4.512 -1.559 -3.715 0.0871
C -3.196 -2.001 -1.524 -0.3980
H 3.895 -1.201 4.696 0.0668
H 1.518 2.473 -5.200 0.0466
C -0.430 -4.905 4.901 -0.0679
C 0.768 -1.288 -5.612 -0.0855
H -2.763 3.547 -4.257 0.0561
H 2.183 3.605 -7.272 0.1087
C 0.723 -2.660 -5.805 -0.0721
```

Summary:
Net charge   +1
DFT total energy   -9138.6825 Ha
ΔE to the lowest compared entry with this formula, charge and spin   0.0 kcal per mole
2S+1   1
Highest occupied orbital energy   -9.3098 eV
LUMO   -3.05 eV
Gap between HOMO and LUMO   0.230 Ha